*one*
# C2H8S3

A 2-piece molecular cluster, C2H8S3 overall (ωB97M-V with the def2-TZVPD basis set, OMol25).

Calculated values
- HOMO-LUMO gap: 9.410 eV
- LUMO energy: 0.4272 eV
- HOMO level: -8.98 eV
- SMILES: CCS.SS

Element x y z (Å)
C -1.5180 0.1362 0.5054
C -0.4108 1.1625 0.7774
S 1.0199 0.3197 1.5058
H -2.2164 0.5146 -0.2359
H -1.1154 -0.8036 0.1555
H -2.0975 0.0403 1.4187
H -0.7814 1.9270 1.4415
H -0.0655 1.6027 -0.1389
H 1.3837 1.0905 2.5388
S 1.7466 -2.4810 -2.3393
S 1.6041 -0.4318 -2.1562
H 0.4578 -2.7505 -2.5992
H 1.9928 -0.3266 -0.8737

*two*
# C2H8S3

A 2-piece molecular cluster, C2H8S3 overall (ωB97M-V with the def2-TZVPD basis set, OMol25).

Calculated values
- HOMO-LUMO gap: 8.905 eV
- LUMO energy: 0.3740 eV
- HOMO level: -8.53 eV
- SMILES: CSC.SS

Element x y z (Å)
C -2.3668 0.2299 -1.9231
S -0.5650 0.3395 -1.9375
C -0.1832 -1.1940 -2.8299
H -2.8485 0.4748 -2.8621
H -2.7414 0.9588 -1.2151
H -2.6319 -0.7630 -1.5714
H 0.0416 -0.9888 -3.8644
H 0.6599 -1.6797 -2.3411
H -1.0369 -1.8484 -2.7077
S 2.0734 1.8843 5.0277
S 4.0008 1.3847 5.5841
H 1.8897 0.8341 4.2377
H 3.7084 0.3678 6.4027

*three*
# C2H8S3

A 2-piece molecular cluster, C2H8S3 overall (ωB97M-V with the def2-TZVPD basis set, OMol25).

Calculated values
- HOMO-LUMO gap: 8.518 eV
- LUMO energy: 0.0691 eV
- HOMO level: -8.45 eV
- SMILES: CSC.SS

Element x y z (Å)
C 1.8686 1.1420 -0.3873
S 2.7625 -0.4141 -0.1560
C 1.6604 -1.1547 1.0490
H 0.7845 0.9284 -0.3157
H 2.0711 1.8405 0.4136
H 1.8499 1.4319 -1.4291
H 0.9368 -0.5315 1.5653
H 2.2913 -1.5858 1.8374
H 1.1038 -2.0209 0.6813
S -3.2916 -0.9351 -1.0724
S -4.0758 0.8826 -1.8095
H -3.8251 -0.9726 0.1768
H -4.1365 1.3893 -0.5532

In terms of stability, *one* leads; the second structure lies 0.0031 hartree higher.

*one*
# C3H6S3

A single C3H6S3 molecule (ωB97M-V with the def2-TZVPD basis set, OMol25).

Calculated values
- HOMO-LUMO gap: 9.591 eV
- LUMO energy: 0.5503 eV
- HOMO level: -9.04 eV
- SMILES: C=CC(S)(S)S

Element x y z (Å)
C -1.4220 0.5852 -0.6441
C -0.3897 -0.2198 -0.5746
C 1.0372 -0.0824 0.0807
S 1.3873 1.7138 0.6196
S 0.6710 -0.8620 1.6893
S 2.3525 -0.6174 -0.9249
H -2.3986 0.3501 -1.1117
H -1.1866 1.5416 -0.2125
H -0.4637 -1.1049 -1.0577
H 1.6614 2.0199 -0.6754
H 1.7358 -1.0575 2.4793
H 2.0211 0.2381 -1.8904

*two*
# C3H6S3

C3H6S3 as an isolated structure (ωB97M-V with the def2-TZVPD basis set, OMol25).

Calculated values
- HOMO-LUMO gap: 7.380 eV
- LUMO energy: -0.6160 eV
- HOMO level: -8.00 eV

Element x y z (Å)
C 2.6918 0.3331 1.4647
C 1.3818 0.9088 1.0786
C -1.6035 -1.1497 -0.1365
H 2.8425 -0.7307 1.3293
H 3.2044 0.7578 2.3230
H 0.6297 0.2381 0.6747
H 0.9903 1.7298 1.6686
H -3.1593 -0.4533 -1.6908
H -1.2372 -1.9876 0.4599
S 2.7336 1.3270 -0.0423
S -2.9522 -1.6438 -1.1082
S -0.9121 0.3101 -0.0498

In terms of stability, *one* leads; the second structure lies 0.0315 hartree higher.

*one*
# C2H12O3S

A 5-piece molecular cluster, C2H12O3S overall (ωB97M-V with the def2-TZVPD basis set, OMol25).

Calculated values
- HOMO-LUMO gap: 6.062 eV
- LUMO energy: -3.6861 eV
- HOMO level: -9.75 eV

Element x y z (Å)
C -1.8624 -0.8585 0.8046
C -1.9047 0.5157 0.3116
S -1.1174 0.8041 -1.3139
H -1.2517 -0.8023 1.7613
H -1.2659 -1.5732 0.1789
H -2.8560 -1.3169 0.9285
H -2.9760 0.8802 0.1127
H -1.6460 1.2161 1.0793
H 0.5108 -0.2243 0.6358
H 2.2168 -0.8665 0.0115
H 2.9130 0.4957 -0.2497
O 3.0633 -0.4426 -0.2159
H 1.5771 -1.5108 -1.4003
H 0.2656 -0.8863 -0.6911
O 0.7568 -1.7815 -0.9297
H 1.2932 2.9382 -0.4026
H 0.7064 1.4916 -0.2856
O 1.5771 1.9214 -0.3357

*two*
# C2H12O3S

A 4-piece molecular cluster, C2H12O3S overall (ωB97M-V with the def2-TZVPD basis set, OMol25).

Calculated values
- HOMO-LUMO gap: 9.674 eV
- LUMO energy: 0.3807 eV
- HOMO level: -9.29 eV
- SMILES: CCS.O.O.O

Element x y z (Å)
C -0.9296 -2.6139 -0.0476
C -0.2094 -1.3609 0.2977
S 1.2220 -0.8298 -0.8945
H -1.3594 -3.1215 0.7381
H -0.1615 -3.2974 -0.6101
H -1.7335 -2.4848 -0.6966
H -0.8662 -0.4884 0.1730
H 0.3827 -1.2391 1.1510
H 1.0821 -1.6777 -1.9108
O -2.0629 3.8986 -1.6395
H -1.8877 4.7258 -1.0197
H -1.1767 3.5107 -1.9660
O 4.5478 -0.8579 2.0477
H 3.9276 -0.3282 1.5377
H 5.2402 -1.0477 1.5328
O -2.1756 2.5844 0.7259
H -1.6966 1.7604 0.8381
H -2.1433 2.8674 -0.2572

In terms of stability, *two* leads; the second structure lies 0.1693 hartree higher.